1.
{"formula": "C42H36BN3O8PReS2", "method": "ωB97M-V with the def2-TZVPD basis set", "species": ["Re", "S", "S", "P", "O", "O", "O", "O", "O", "O", "O", "O", "N", "N", "N", "C", "C", "C", "C", "C", "C", "C", "C", "C", "C", "C", "C", "C", "C", "C", "C", "C", "C", "C", "C", "C", "C", "C", "C", "C", "C", "C", "C", "C", "C", "C", "C", "C", "C", "C", "C", "C", "C", "C", "C", "C", "C", "B", "H", "H", "H", "H", "H", "H", "H", "H", "H", "H", "H", "H", "H", "H", "H", "H", "H", "H", "H", "H", "H", "H", "H", "H", "H", "H", "H", "H", "H", "H", "H", "H", "H", "H", "H", "H"], "positions_angstrom": [[-0.058045, 0.717343, -0.849527], [-2.568012, 1.046576, -2.546849], [-2.471844, 2.895826, 1.145345], [2.152847, -0.258747, -0.810974], [-0.278317, 0.232834, 2.285822], [1.917982, 4.089160, 0.443494], [0.664514, 2.308437, 0.007751], [-0.830130, -1.572972, 0.985740], [-1.491928, 1.407947, -3.440595], [-2.992807, -0.330603, -2.621285], [-1.125366, 6.002283, -5.747562], [-2.893395, 5.912712, -4.507650], [-1.991954, 1.393964, -1.002255], [-0.427553, -1.259085, -1.776536], [-1.695970, 5.788652, -4.696096], [3.409046, 0.920279, -2.962241], [-1.251612, -3.275812, 4.258011], [-0.884765, 5.334291, -3.551854], [-0.918231, -1.935459, 2.329643], [3.176597, -0.185605, 3.097947], [3.684484, -2.407655, 2.318899], [-0.906749, -2.157467, 5.028000], [-6.051646, 3.050113, -2.965825], [3.223810, -2.077785, 1.052466], [-1.259106, -3.156723, 2.864966], [4.351027, 1.716720, -3.591424], [1.574885, -3.771975, -3.674443], [0.899795, 3.996637, -2.730026], [-0.508104, -5.010380, 5.915218], [0.708796, -2.016520, -2.298066], [-6.073264, 3.647670, -1.707387], [-1.875098, -5.723917, 3.968832], [3.668769, -1.462470, 3.336463], [3.076192, -2.417730, -2.378386], [4.447641, 1.372691, -0.826988], [5.384231, 2.175446, -1.465885], [-0.590424, 5.124113, -1.198577], [1.992362, -1.695879, -1.886166], [0.493913, -3.052322, -3.191996], [-5.039306, 3.458838, -0.799885], [-4.988953, 2.248832, -3.353496], [2.710184, 0.152593, 1.837474], [0.224189, 4.556894, -3.802706], [-0.567282, -0.928102, 4.474677], [-3.958352, 2.097377, -2.448227], [-3.968851, 2.670542, -1.177414], [-1.296258, 5.648036, -2.267643], [5.336434, 2.348274, -2.841005], [-2.801983, 2.295835, -0.336630], [1.114509, 3.563028, -0.266163], [-1.633822, -4.584501, 4.961175], [2.868053, -3.458186, -3.267533], [-2.929899, -4.355810, 5.759294], [0.480349, 4.262528, -1.434493], [3.460441, 0.738168, -1.575931], [-0.581841, -0.846083, 3.102729], [2.744952, -0.793855, 0.807758], [-0.419896, -0.231382, 1.003467], [2.638379, 0.426365, -3.546943], [0.426047, -5.154908, 5.365287], [-6.919159, 4.263113, -1.427756], [-0.869580, 5.365917, -0.180271], [4.040336, -1.726256, 4.318850], [3.229216, -2.823324, 0.266666], [-6.875925, 3.200584, -3.651221], [-2.149570, 6.297095, -2.121106], [0.532080, 4.379091, -4.825121], [3.710619, -4.014393, -3.656828], [-0.865511, -1.802207, -1.026509], [4.488490, 1.242009, 0.245782], [1.768500, 3.372033, -2.903396], [4.316414, 1.849505, -4.666323], [-3.750667, -4.088222, 5.088765], [4.058457, -3.405077, 2.513333], [4.082715, -2.149779, -2.074828], [-0.331874, -4.268598, 6.696614], [-0.305299, -0.074271, 5.089281], [1.407701, -4.576122, -4.379904], [-0.987019, -5.923575, 3.362041], [-2.717645, -5.508561, 3.305660], [-0.902907, -2.243881, 6.108024], [-2.117035, -6.635129, 4.519391], [-3.207065, -5.268987, 6.294893], [-1.153743, -1.171579, -2.488962], [3.150601, 0.549449, 3.893850], [-0.769576, -5.952290, 6.403263], [2.302327, 1.143020, 1.657472], [-0.513900, -3.290654, -3.519185], [-1.525826, -3.980546, 2.215012], [6.152401, 2.667446, -0.882795], [-4.969701, 1.773838, -4.326574], [-5.062694, 3.898057, 0.189071], [6.068571, 2.976440, -3.332076], [-2.813395, -3.553214, 6.491090]], "forces_ev_per_angstrom": [[-0.227, 2.467, 1.556], [0.050, 0.024, 0.011], [-0.053, -0.191, -0.338], [0.323, -0.459, 0.234], [-0.009, 0.120, 0.081], [-0.013, -0.334, -0.013], [-0.368, -1.703, -1.226], [-0.027, -0.005, 0.159], [-0.062, 0.134, -0.035], [-0.019, 0.085, 0.037], [-0.075, -0.173, 0.277], [0.288, -0.019, 0.038], [0.029, -0.529, -0.928], [0.189, 0.329, 0.178], [-0.136, 0.278, -0.183], [-0.041, -0.006, 0.064], [-0.018, -0.043, -0.006], [-0.079, -0.122, 0.088], [0.018, 0.028, -0.065], [0.003, 0.042, 0.017], [-0.002, -0.012, 0.051], [0.000, -0.029, 0.055], [-0.067, 0.055, 0.008], [-0.002, -0.014, 0.006], [-0.037, -0.062, -0.064], [-0.038, 0.024, -0.039], [0.067, 0.005, -0.008], [0.103, -0.029, 0.015], [0.021, 0.034, -0.031], [0.007, -0.104, -0.078], [-0.025, 0.027, 0.000], [-0.007, 0.046, -0.010], [0.003, -0.037, -0.042], [0.084, -0.088, -0.011], [-0.069, -0.040, -0.045], [0.009, 0.016, 0.022], [0.073, -0.062, 0.042], [-0.065, 0.126, 0.101], [-0.200, -0.047, -0.073], [-0.098, 0.116, 0.010], [0.127, 0.004, -0.146], [0.000, -0.061, -0.027], [0.108, -0.045, -0.215], [0.045, 0.142, 0.084], [0.100, 0.057, 0.290], [0.152, -0.213, -0.275], [-0.082, 0.088, -0.033], [0.010, -0.003, 0.021], [0.028, -0.047, 0.716], [0.247, 0.931, 0.105], [-0.060, 0.081, 0.012], [-0.031, 0.006, -0.015], [0.053, -0.038, -0.012], [-0.370, -0.433, 0.011], [-0.110, 0.143, -0.092], [0.032, -0.023, -0.163], [0.075, 0.158, -0.001], [0.190, -0.372, -0.197], [0.048, 0.036, -0.005], [-0.041, -0.004, 0.054], [0.030, -0.034, -0.012], [-0.065, -0.033, -0.060], [-0.039, 0.017, -0.021], [0.019, 0.021, 0.033], [0.026, 0.030, 0.050], [0.003, -0.077, 0.013], [-0.027, -0.019, 0.065], [-0.026, 0.006, 0.017], [0.013, -0.056, 0.136], [0.028, 0.004, 0.009], [-0.032, -0.067, -0.022], [0.000, -0.018, 0.056], [0.034, -0.002, 0.052], [-0.021, 0.029, -0.019], [-0.051, -0.004, -0.033], [-0.003, -0.047, -0.040], [-0.031, -0.090, -0.044], [0.010, 0.032, 0.033], [-0.063, -0.007, 0.027], [0.065, -0.027, 0.019], [-0.014, 0.005, -0.059], [0.016, 0.032, -0.033], [0.018, 0.082, -0.041], [-0.103, 0.041, -0.158], [0.003, -0.049, -0.047], [0.013, 0.042, -0.020], [0.047, -0.045, 0.030], [0.085, 0.015, 0.039], [0.041, 0.052, 0.066], [-0.032, -0.016, -0.019], [0.019, 0.008, 0.067], [0.010, 0.000, -0.030], [-0.013, -0.020, 0.012], [-0.012, -0.061, -0.033]], "lowdin_charge": [1.432, 0.655, 0.826, 1.012, 0.145, 0.175, -0.236, 0.101, -0.301, -0.287, 0.097, 0.084, -0.299, -0.017, -0.347, -0.107, -0.156, -0.139, -0.165, -0.050, -0.058, -0.019, -0.036, -0.061, 0.073, -0.070, -0.041, -0.003, -0.047, -0.263, -0.028, -0.070, -0.055, -0.069, -0.058, -0.052, -0.001, -0.305, -0.003, -0.008, -0.015, -0.103, 0.019, 0.035, -0.226, -0.229, 0.024, -0.058, -0.796, -0.495, -0.560, -0.046, -0.041, -0.139, -0.339, -0.185, -0.342, -0.657, 0.112, 0.091, 0.119, 0.122, 0.113, 0.100, 0.120, 0.130, 0.131, 0.117, 0.109, 0.104, 0.113, 0.114, 0.091, 0.112, 0.126, 0.077, 0.130, 0.119, 0.089, 0.086, 0.113, 0.089, 0.089, 0.074, 0.119, 0.088, 0.108, 0.130, 0.120, 0.116, 0.132, 0.110, 0.114, 0.081], "charge": 1, "orbital_gap_ev": [5.6, 5.9], "spin_multiplicity": 2, "de_lowest_kj_mol": 0.0, "lumo_energy_ha": [-0.1910, -0.1781]}

***

2.
{"formula": "C6H8N2O2", "method": "ωB97M-V with the def2-TZVPD basis set", "species": ["O", "O", "N", "N", "C", "C", "C", "C", "C", "C", "H", "H", "H", "H", "H", "H", "H", "H"], "positions_angstrom": [[-0.334597, 1.142697, -1.676667], [-2.773582, 0.701427, 0.997260], [-1.752977, -0.069210, 0.721553], [-0.036810, 2.162952, 0.308572], [0.830049, -0.109109, -0.004491], [0.074296, 1.058870, -0.513464], [2.245831, 0.220522, 0.098912], [0.391299, -1.383523, -0.194131], [-0.980969, -1.847329, -0.353961], [-2.039314, -1.167093, -0.023473], [2.291308, 0.613882, -0.883873], [-1.042954, -2.846256, -0.660434], [-0.725154, 2.772047, 0.106304], [2.623211, 0.937492, 0.825871], [-3.027885, -1.545231, -0.346319], [1.134298, -2.076290, -0.009547], [0.179909, 2.093747, 1.360446], [2.944040, -0.659600, 0.247445]], "forces_ev_per_angstrom": [[0.516, -0.673, 1.381], [3.655, -2.833, -1.062], [-4.956, 3.728, 1.714], [3.606, -2.996, 3.247], [-1.270, -1.536, -0.680], [-1.439, 2.162, -0.843], [1.983, -1.478, 1.015], [-1.048, 2.139, 1.063], [3.772, -0.481, -0.271], [-2.553, 0.135, -0.297], [1.551, 0.736, -1.138], [-0.403, -1.250, -0.905], [-2.650, 2.445, -1.047], [-0.689, 0.404, -0.025], [0.283, 0.740, 0.794], [1.253, -1.815, 0.101], [-0.585, -0.148, -2.530], [-1.027, 0.722, -0.515]], "lowdin_charge": [0.069, -0.049, -0.039, 0.170, -0.213, -0.543, -0.038, -0.011, -0.028, -0.150, 0.092, 0.100, 0.051, 0.091, 0.142, 0.085, 0.159, 0.113], "orbital_gap_ev": [7.9, 7.9], "spin_multiplicity": 1, "de_lowest_kj_mol": 477.0, "smiles": "C/C(=C/C=C\\N=O)C(N)=O", "lumo_energy_ha": [-0.0443, -0.0443]}

***

Number 2 is which compound? C6H8N2O2

***

Which formula does entry 2 have? C6H8N2O2